Computed, not measured: a molecular structure, C31H33AlBr2N5O6S2 at a distorted geometry, with ωB97M-V/def2-TZVPD.

The geometry in XYZ format:
```
80
Properties=species:S:1:pos:R:3
Al -0.36227 -0.85912 0.06811
Br 0.72133 -2.39542 6.30991
C 0.19683 -1.80822 4.59691
C 0.52853 -0.53022 4.14561
C 0.18413 -0.19202 2.85361
N -0.48977 -1.01382 2.05721
C -0.88457 -2.21242 2.51091
C -0.53267 -2.65902 3.77841
C -1.71317 -2.95192 1.56501
C -2.19317 -4.23112 1.80591
C -2.98017 -4.83742 0.83761
Br -3.62167 -6.59522 1.09231
C -3.29017 -4.12862 -0.32229
C -2.76937 -2.86182 -0.48089
N -1.96617 -2.28792 0.41861
H 1.05243 0.16448 4.78181
H 0.44773 0.75778 2.40951
H -0.80947 -3.63472 4.13901
H -1.95537 -4.75352 2.71681
H -3.90757 -4.57092 -1.08599
H -2.97777 -2.30232 -1.38399
O -0.41647 -2.48122 -7.63419
C -1.08677 -1.89592 -6.63309
O -2.01307 -1.16312 -6.85959
C -0.62847 -2.17152 -5.23879
C -1.15407 -1.35402 -4.23649
C -0.79187 -1.53782 -2.92459
C 0.09793 -2.54772 -2.56449
S 0.55063 -2.78952 -0.89849
C 0.60933 -3.38212 -3.55779
C 0.25643 -3.18942 -4.87769
H 0.30553 -3.05332 -7.34179
H -1.85547 -0.58312 -4.51739
H -1.19277 -0.91152 -2.12719
H 1.28353 -4.17742 -3.28379
H 0.66293 -3.87312 -5.60999
C 1.78723 4.46638 2.96531
C 1.32723 4.61278 1.53261
S -0.29247 3.81768 1.32091
O -0.05587 2.41758 1.04041
O -1.19357 4.08458 2.40041
C -0.96857 4.63838 -0.18869
C -2.29477 4.03178 -0.64099
N -2.37417 2.60838 -0.37139
C -1.54757 1.65888 -0.84309
N -1.79517 0.48968 -0.26109
C -2.79987 0.68748 0.62791
C -3.17007 2.00388 0.58211
N -4.21477 2.61648 1.33851
O -4.62797 1.97238 2.27001
O -4.62597 3.69628 0.97881
C -0.55657 1.85128 -1.91629
H 2.76113 4.93068 3.09911
H 1.85833 3.41318 3.22251
H 1.07603 4.94398 3.63241
H 1.97273 4.08138 0.83611
H 1.21963 5.65208 1.23731
H -0.20117 4.58338 -0.95409
H -1.11547 5.67478 0.10461
H -2.43567 4.19378 -1.71439
H -3.12287 4.50928 -0.10969
H -3.22297 -0.10752 1.21081
H -1.05377 2.09888 -2.85519
H 0.02613 0.93818 -2.02759
H 0.13883 2.64608 -1.66129
C 4.27783 0.37758 2.04051
C 3.96103 -0.23162 0.66891
C 4.79883 0.43398 -0.42699
C 4.23953 -1.74162 0.70321
C 2.54363 -0.07522 0.36911
C 1.36363 0.02268 0.09091
H 5.33303 0.24588 2.26921
H 3.69643 -0.11622 2.81791
H 4.04993 1.44108 2.05871
H 5.85873 0.28258 -0.23579
H 4.60063 1.50308 -0.46289
H 4.55993 0.00628 -1.39839
H 5.29753 -1.92772 0.87191
H 3.94703 -2.20782 -0.23519
H 3.66903 -2.21052 1.50401
```

Orbital gap ... 6.204 eV
Highest occupied orbital energy ... -0.3681 hartree
E ... -8112.95933 Eh
Charge ... +1
Lowest unoccupied orbital energy ... -0.1401 Eh

=====

Computed, not measured: 4 unconnected molecules or ions with the total composition C31H46BF3NO14PS4 at a distorted geometry, with ωB97M-V/def2-TZVPD.

The geometry in XYZ format:
```
101
Properties=species:S:1:pos:R:3
C -0.09800 -4.02374 4.47066
C -0.52430 -2.70459 3.82002
O -0.63665 -2.83712 2.41910
C -1.24487 -1.68651 1.84838
C -0.84965 -1.54558 0.38692
C -1.86299 -1.66341 -0.55030
C -3.30078 -1.92211 -0.15471
C -4.09993 -0.62729 -0.00392
C -3.69831 0.60058 -0.50065
C -4.48809 1.70596 -0.33525
C -5.69327 1.64550 0.33364
C -6.52079 2.91061 0.45012
C -6.07953 0.42901 0.85934
C -5.29100 -0.67865 0.67775
C -1.59635 -1.54337 -1.91550
S -2.91966 -1.62788 -3.12344
C -0.27431 -1.34812 -2.28175
C 0.73669 -1.25035 -1.34711
C 0.47089 -1.32571 0.01552
C 1.64381 -1.19282 0.97225
F 1.33036 -1.03006 2.26252
F 2.37984 -2.32084 0.90527
F 2.45203 -0.16632 0.65951
C 2.13522 -1.05828 -1.92623
O 3.14683 -1.57036 -1.49936
C 2.19599 -0.18143 -3.15940
B 3.41808 0.82661 -3.32229
O 4.12588 0.83306 -4.50721
O 3.69294 1.67120 -2.27726
C 1.20986 -0.24936 -4.04463
P 1.12073 0.78149 -5.56431
N 1.08412 2.32507 -5.20159
C 0.08171 -1.21576 -3.76050
O -0.45367 -1.84726 -4.64717
H 0.44469 -3.82281 5.40003
H 0.58299 -4.56069 3.80444
H -0.97705 -4.61956 4.73072
H 0.21502 -1.94425 4.11659
H -1.48535 -2.35339 4.23308
H -0.82766 -0.81644 2.38156
H -2.32002 -1.66016 2.03446
H -3.81698 -2.53595 -0.89685
H -3.37941 -2.48756 0.77626
H -2.75201 0.67809 -1.03060
H -4.18391 2.67598 -0.72386
H -7.48082 2.74251 0.94171
H -5.92079 3.68402 0.93858
H -6.73559 3.26585 -0.56535
H -7.02216 0.35314 1.39564
H -5.63349 -1.61789 1.09913
H -2.83652 -2.90113 -3.57783
H 4.36878 1.75676 -4.66759
H 4.65850 1.67276 -2.18331
H -0.07933 0.39903 -6.20730
H 2.25003 0.52492 -6.36636
H 1.88923 2.76039 -5.64414
C 3.92661 3.01355 1.65431
C 3.63879 2.52247 3.05891
O 3.25303 3.58642 3.95579
S 1.81168 4.23885 3.77294
C 1.80801 5.20275 5.24641
O 0.82246 3.21078 3.87544
O 1.83471 5.12518 2.65179
H 3.03203 3.41706 1.18249
H 4.29109 2.19857 1.02915
H 4.67147 3.81004 1.67030
H 2.87427 1.74328 3.05564
H 4.54196 2.08583 3.48277
H 1.82026 4.54097 6.10816
H 0.89414 5.79308 5.23655
H 2.67495 5.85828 5.24027
C 9.68176 2.69798 -2.85234
C 9.39046 2.26022 -1.42983
O 9.02823 3.36216 -0.57347
S 7.59871 4.03482 -0.77401
C 7.61252 5.05667 0.65778
O 6.58779 3.02872 -0.62478
O 7.63215 4.87573 -1.92894
H 8.79265 3.10117 -3.33472
H 10.02942 1.85271 -3.44714
H 10.44076 3.48042 -2.86559
H 8.61206 1.49540 -1.40156
H 10.28738 1.82375 -0.99388
H 7.61553 4.43041 1.54609
H 6.70775 5.66075 0.62435
H 8.49003 5.69712 0.62363
C -9.19411 -5.67359 0.93357
C -7.69867 -5.88641 1.06783
O -7.01760 -5.85333 -0.20230
S -6.86236 -4.44835 -0.93663
C -5.75913 -4.96680 -2.20569
O -6.18253 -3.54182 -0.06080
O -8.10826 -4.08999 -1.53622
H -9.42206 -4.67687 0.55905
H -9.68313 -5.78575 1.90182
H -9.62239 -6.38968 0.23187
H -7.25395 -5.15727 1.74781
H -7.50863 -6.87412 1.48448
H -4.81489 -5.26929 -1.75966
H -5.61022 -4.11191 -2.86331
H -6.21563 -5.78568 -2.75571
```

Orbital gap ... 7.535 eV
Highest occupied orbital energy ... -0.3138 hartree
E ... -4575.52941 Eh
Structure (SMILES) ... CCOCc1c(Cc2ccc(C)cc2)c(S)c2c(c1C(F)(F)F)C(=O)C(B(O)O)=C([PH2]=N)C2=O.CCOS(C)(=O)=O.CCOS(C)(=O)=O.CCOS(C)(=O)=O
Lowest unoccupied orbital energy ... -0.0369 Eh

=====

Computed, not measured: a molecular structure, C10H20NO7Pt2Ti at a distorted geometry, with ωB97M-V/def2-TZVPD.

The geometry in XYZ format:
```
41
Properties=species:S:1:pos:R:3
Pt -16.78326 -16.17958 23.75060
Pt -19.10180 -15.19554 20.99398
Ti -19.89014 -14.24961 24.59082
C -18.33145 -7.03920 23.95699
C -17.31198 -8.12966 23.76764
N -17.76299 -9.48219 24.33067
C -16.56146 -10.36761 24.48903
C -18.37798 -9.36659 25.71072
C -17.50521 -8.75310 26.78499
C -18.80127 -10.17396 23.45018
C -18.43950 -10.26502 21.98372
O -18.80318 -9.03973 21.38410
C -18.23902 -8.78604 20.09855
H -18.12095 -6.15470 23.35971
H -18.50816 -6.80003 25.00079
H -19.28712 -7.34959 23.51509
H -16.40384 -7.91503 24.32435
H -17.11092 -8.33966 22.72400
H -15.80631 -9.80576 25.02212
H -16.22956 -10.70145 23.50717
H -16.84759 -11.29639 24.98165
H -18.83617 -10.32392 25.96669
H -19.28854 -8.78757 25.52581
H -16.72660 -8.11093 26.37913
H -17.02522 -9.53244 27.37500
H -18.10191 -8.14312 27.45908
H -19.69030 -9.55451 23.56257
H -18.93906 -11.16258 23.90747
H -19.06705 -11.03554 21.52703
H -17.37869 -10.49781 21.84167
H -19.04386 -8.44141 19.45540
H -17.77167 -9.66226 19.64134
H -17.45507 -8.02884 20.17654
C -17.75623 -13.72902 23.02242
O -17.60831 -13.96557 24.27792
O -18.94127 -13.48721 22.50224
O -17.09434 -14.57930 22.26896
C -19.38205 -16.70757 23.16717
O -19.04177 -16.56305 24.40713
O -20.36673 -16.07787 22.66477
O -18.39118 -16.95653 22.34894
```

Orbital gap (spin up / spin down) ... 4.816 / 6.929 eV
Highest occupied orbital energy (spin up / spin down) ... -0.4692 / -0.5717 hartree
E ... -2061.66434 Eh
Spin multiplicity ... 8
Charge ... +2
Lowest unoccupied orbital energy (spin up / spin down) ... -0.2922 / -0.3171 Eh

=====

Computed, not measured: a molecular structure, C40H24BiBrF10N8O2S2, with ωB97M-V/def2-TZVPD.

The geometry in XYZ format:
```
88
Properties=species:S:1:pos:R:3
Bi 0.51080 0.24345 -0.42117
C 0.78141 3.23671 -2.14059
N 1.04820 2.78653 -0.76767
C 2.43262 3.12379 -0.37974
C 3.30151 1.97064 0.15565
N 2.60308 0.89411 0.83287
C 2.97381 0.65116 2.11386
C 3.12242 -0.66610 2.59777
F 3.00812 -1.69056 1.73754
C 3.46742 -0.97703 3.89914
F 3.62997 -2.25843 4.26464
C 3.71313 0.02341 4.81905
F 4.04885 -0.27084 6.08934
C 3.61342 1.33492 4.39589
F 3.84108 2.32703 5.26918
C 3.25506 1.63112 3.09703
F 3.16311 2.94272 2.79080
C 0.03879 3.38631 0.12229
C 0.03554 2.82149 1.52573
N -0.49598 1.45489 1.51198
C -1.21029 1.10695 2.60250
C -0.98564 1.60311 3.91347
F 0.09407 2.37703 4.16392
C -1.76044 1.26777 5.00604
F -1.46133 1.77829 6.21179
C -2.80461 0.37164 4.89253
F -3.55394 0.03893 5.95976
C -3.04836 -0.17577 3.64596
F -4.06021 -1.03644 3.48881
C -2.28189 0.18532 2.55786
F -2.62142 -0.35357 1.37411
H 0.92413 4.32438 -2.22173
H -0.24909 2.99498 -2.40240
H 1.44262 2.72072 -2.83326
H 2.41432 3.95006 0.33870
H 2.93383 3.50351 -1.27414
H 4.05587 2.42499 0.80803
H 3.85918 1.55383 -0.69289
H -0.93668 3.16419 -0.30983
H 0.16594 4.48109 0.14107
H -0.61220 3.48151 2.11536
H 1.02852 2.88303 1.97163
S -2.48326 1.85583 -1.65441
C -3.47789 0.47743 -1.40146
C -4.83821 0.63385 -1.07862
C -5.67429 -0.43999 -0.82054
C -7.05306 -0.19612 -0.50626
N -8.16115 -0.00053 -0.26185
C -5.16785 -1.75014 -0.87488
C -3.82446 -1.92711 -1.19841
C -2.98085 -0.85787 -1.47144
S -1.32248 -1.16874 -1.93680
C -5.99526 -2.88587 -0.61408
N -6.64756 -3.81508 -0.41527
H -5.23610 1.63836 -1.02499
H -3.41953 -2.92998 -1.24292
N -0.04234 -1.54541 1.33007
C 0.35703 -2.91277 1.15050
C -0.04264 -3.89985 2.00661
C 0.35475 -5.23708 1.80594
C 1.14610 -5.56249 0.74310
C 1.57291 -4.56304 -0.16020
C 2.39436 -4.84086 -1.27977
C 2.76992 -3.82375 -2.09776
C 2.33059 -2.50810 -1.81201
N 1.56617 -2.21974 -0.79185
C 1.17748 -3.22469 0.03954
H 0.21388 -1.19430 2.24832
H -1.05214 -1.47674 1.23804
H -0.67782 -3.64287 2.84634
H 0.02267 -5.99982 2.49828
H 1.45628 -6.58708 0.57245
H 2.70473 -5.86318 -1.46581
H 3.38299 -3.98497 -2.97375
H 2.60153 -1.69556 -2.47529
Br -2.87611 2.55835 -5.51474
C -1.07965 1.98298 -5.70852
C -0.40741 2.30229 -6.87637
N 0.85012 1.93058 -7.10483
C 1.45166 1.21545 -6.15614
C 0.85914 0.86725 -4.94614
C -0.44853 1.26501 -4.70699
C 1.67712 0.06553 -3.94908
O 2.46203 -0.76774 -4.42398
O 1.53184 0.34894 -2.71954
H -0.90640 2.87393 -7.65119
H 2.46516 0.88666 -6.35189
H -0.95824 1.00818 -3.78228
```

Orbital gap ... 5.860 eV
Highest occupied orbital energy ... -0.0781 hartree
E ... -6710.96806 Eh
Charge ... -2
Lowest unoccupied orbital energy ... 0.1373 Eh

=====

Computed, not measured: a single C2H8OSi2 molecule at a distorted geometry, with ωB97M-V/def2-TZVPD.

The geometry in XYZ format:
```
13
Properties=species:S:1:pos:R:3
C -2.20043 -0.98822 -0.19304
C 2.39591 -0.24918 -0.36115
O -0.29408 1.01778 0.17715
Si -1.88458 0.93337 -0.10511
Si 1.32448 1.27849 -0.01286
H -3.27767 -1.24892 -0.14504
H -1.85517 -1.34613 -1.17289
H -1.52209 -1.34890 0.75779
H 2.18869 -0.78080 -1.22172
H 3.50424 0.00756 -0.55423
H 2.33938 -0.97813 0.33773
H -2.28840 2.00348 1.13292
H 1.56971 1.69962 1.36044
```

Orbital gap (spin up / spin down) ... 6.743 / 7.214 eV
Highest occupied orbital energy (spin up / spin down) ... -0.2681 / -0.2821 hartree
E ... -735.15129 Eh
Lowest unoccupied orbital energy (spin up / spin down) ... -0.0203 / -0.0170 Eh

=====

Computed, not measured: a molecular structure, C20H8BrCl6O4Tl, with ωB97M-V/def2-TZVPD.

The geometry in XYZ format:
```
40
Properties=species:S:1:pos:R:3
Tl -2.68269 -2.01528 -0.48265
Cl -0.76730 -4.28659 -2.41918
C 0.03901 -2.71818 -2.45458
C -0.79802 -1.56269 -2.32227
C -0.09518 -0.45112 -2.18671
Cl -0.28779 -2.41416 1.07965
C 1.36108 -0.28378 -1.99288
Cl 1.34236 1.82966 -0.32051
C 2.16547 -1.47653 -2.53152
Cl 3.55805 -1.30238 -3.61118
C 1.35563 -2.69279 -2.75457
Cl 2.25889 -4.12338 -3.16298
Br 5.90411 0.79844 -0.02479
C 4.25978 0.46426 -0.97379
C 4.06201 1.38734 -2.08316
C 2.87345 1.73159 -2.57373
C 1.59956 1.20624 -2.03384
C 2.24548 -1.09137 -1.06186
C 3.47656 -0.50854 -0.50274
C 0.32476 1.72071 -2.69922
O 0.19269 2.77105 -3.26651
O -0.64600 0.83024 -2.50823
H 4.95528 1.82627 -2.50941
H 2.79195 2.43305 -3.39413
H 1.72430 -1.77193 -0.39492
H 3.80320 -1.00299 0.40407
Cl -1.98587 0.53558 6.73376
C -2.57466 0.65038 5.07833
C -1.85442 0.05837 4.05810
C -2.33318 0.15729 2.75762
C -3.51763 0.83067 2.48203
C -4.21700 1.41770 3.53172
C -3.75454 1.33416 4.83627
C -4.08192 0.91399 1.05480
O -5.12688 1.56410 0.91183
O -3.42279 0.30596 0.16874
H -0.93938 -0.48052 4.26293
H -1.77434 -0.30482 1.95487
H -5.13731 1.93502 3.29293
H -4.29671 1.78496 5.65770
```

Orbital gap ... 6.080 eV
Highest occupied orbital energy ... -0.0841 hartree
E ... -6575.62783 Eh
Charge ... -2
Lowest unoccupied orbital energy ... 0.1394 Eh